Record 1
56
Properties=species:S:1:pos:R:3:forces:R:3 method="wB97M-V/def2-TZVPD" max_force_ev_per_a=1.44 molar_mass_g_mol=414.941 total_energy_ha=-1680.34294 smiles=COCCn1nnnc1[C@@H](C(C)C)N(Cc1cccnc1)Cc1ccccc1Cl homo_ev=-8.6 de_lowest_ev=0.192
C 1.322 3.702 0.182 -0.0952 0.1384 -0.0313
O 1.840 2.498 0.696 0.1169 -0.3180 0.0757
C 1.705 2.387 2.097 0.1194 0.0082 0.1258
C 2.599 1.250 2.600 0.0003 0.6890 -0.1244
N 1.956 -0.032 2.661 -0.5553 -1.1689 -0.6224
N 1.732 -0.616 3.846 0.4243 0.9741 0.7711
N 1.243 -1.760 3.628 -0.2579 -0.5825 0.7037
N 1.125 -1.991 2.328 0.1713 -0.1689 -0.9566
C 1.559 -0.915 1.709 0.2963 0.5266 0.6240
C 1.627 -0.707 0.233 0.2439 -0.4001 -0.1768
C 2.591 -1.771 -0.360 0.0698 0.2713 -0.0421
C 2.742 -1.625 -1.871 -0.1598 -0.1181 0.2344
C 3.963 -1.641 0.303 -0.2428 -0.1618 0.0105
N 0.266 -0.684 -0.277 0.1298 0.0358 -0.2434
C 0.023 0.088 -1.479 -0.0355 0.1104 0.0342
C -1.255 0.878 -1.362 -0.2017 0.2727 -0.2218
C -2.228 0.878 -2.351 0.1121 0.1628 0.1466
C -3.376 1.633 -2.169 0.0435 0.0478 0.0185
C -3.501 2.370 -1.004 -0.2276 0.0019 -0.2657
N -2.576 2.389 -0.057 -0.0320 0.3254 0.4363
C -1.493 1.659 -0.236 0.2827 -0.0965 -0.2674
C -0.446 -1.949 -0.248 0.0218 -0.0774 0.1468
C -1.934 -1.731 -0.281 -0.1014 -0.2022 0.0289
C -2.693 -2.171 -1.358 0.0139 -0.0720 0.1239
C -4.057 -1.948 -1.419 -0.0763 -0.0470 -0.0475
C -4.691 -1.270 -0.393 -0.0071 -0.0531 -0.0513
C -3.962 -0.836 0.699 0.0512 0.0321 0.0123
C -2.599 -1.074 0.752 -0.1665 -0.1687 -0.2445
Cl -1.727 -0.537 2.135 -0.0588 0.0813 0.4526
H 1.857 4.564 0.596 -0.0192 -0.0211 -0.0268
H 1.470 3.666 -0.896 -0.0454 0.0803 -0.0070
H 0.254 3.807 0.398 0.0034 0.0162 -0.0190
H 0.657 2.205 2.377 0.0852 0.0246 0.0190
H 2.028 3.325 2.571 -0.0188 -0.0814 -0.0279
H 3.476 1.187 1.948 -0.0399 0.0315 0.1372
H 2.920 1.458 3.622 0.0067 -0.0445 -0.1576
H 2.046 0.289 0.055 -0.0026 -0.1197 -0.0235
H 2.187 -2.761 -0.128 -0.0166 0.0248 0.0183
H 1.813 -1.846 -2.389 -0.1098 0.0159 -0.1205
H 3.499 -2.318 -2.234 0.0582 -0.0367 -0.0747
H 3.053 -0.615 -2.130 0.0497 0.1360 -0.0774
H 4.649 -2.376 -0.110 0.1018 -0.0313 -0.0207
H 4.379 -0.650 0.126 0.0866 0.1391 -0.0295
H 3.902 -1.810 1.375 0.0750 -0.0056 0.1166
H -0.033 -0.548 -2.378 0.0743 0.0746 0.0069
H 0.846 0.795 -1.615 0.0411 -0.1110 -0.0464
H -2.094 0.292 -3.250 0.0121 -0.0960 -0.0514
H -4.154 1.647 -2.916 -0.0938 0.0090 -0.0424
H -4.375 2.979 -0.814 -0.1230 0.0185 -0.0721
H -0.768 1.674 0.564 0.1624 -0.0559 0.0757
H -0.175 -2.457 0.683 -0.0797 -0.0473 -0.2202
H -0.169 -2.596 -1.098 -0.0151 0.0255 0.0602
H -2.200 -2.695 -2.164 0.0921 -0.0368 -0.0801
H -4.622 -2.298 -2.270 -0.0540 -0.0304 -0.0787
H -5.753 -1.083 -0.437 -0.1008 0.0202 0.0037
H -4.443 -0.312 1.510 -0.0090 0.0592 0.0877

---

Record 2
14
Properties=species:S:1:pos:R:3:forces:R:3 method="wB97M-V/def2-TZVPD" max_force_ev_per_a=2.30 molar_mass_g_mol=101.109 total_energy_ha=-357.85445 homo_ev="-6.8 / -6.8" de_lowest_ev=5.318
C 1.420 -0.941 -0.674 -2.1086 -0.2867 0.1209
N -0.494 1.310 0.351 -0.0722 -0.6744 -0.3791
N 0.794 1.504 0.687 -0.0101 0.1568 -0.0990
N 1.025 -1.323 0.607 0.3901 -0.7723 1.0156
C -0.988 0.126 0.038 -0.0483 1.2512 0.8140
C -0.271 -1.098 0.024 2.0316 0.3391 -1.0302
O -2.360 0.067 -0.029 -0.2365 0.1815 -0.3961
H -2.678 0.099 -0.940 0.1199 -0.1128 -0.0106
H -1.130 2.089 0.176 0.0443 -0.1902 0.3952
H 0.910 2.503 0.834 -0.1352 -0.0669 -0.1060
H 1.283 -0.660 1.330 -0.0393 0.1352 -0.2528
H 1.925 0.004 -0.829 -0.3838 0.1581 -0.0194
H 1.436 -1.695 -1.446 0.3084 -0.1929 0.1574
H -0.873 -1.986 -0.131 0.1398 0.0742 -0.2099

---

Record 3
20
Properties=species:S:1:pos:R:3:forces:R:3 method="wB97M-V/def2-TZVPD" max_force_ev_per_a=4.77 molar_mass_g_mol=133.151 total_energy_ha=-473.68075 homo_ev=-9.0 de_lowest_ev=3.320
H -3.866 -1.699 1.038 1.3303 0.0755 -1.6415
N -3.272 -1.109 0.394 -3.1898 0.0315 3.5451
C -2.351 -1.468 -0.336 0.4488 -1.8303 -0.7493
N -1.994 -2.846 -0.614 -1.2166 1.7340 2.7859
N -1.654 -0.395 -0.924 1.3943 0.7271 -0.5585
C -1.461 0.776 0.031 -2.1327 0.9104 0.1921
H -1.678 -3.067 -1.500 1.2900 -0.4237 -1.5189
H -1.621 -3.310 0.220 -0.1494 0.0509 -1.0372
H -2.112 -0.191 -1.847 0.8789 0.3651 1.4776
H -2.086 0.722 1.001 0.9310 -0.5135 -1.7817
H -1.898 1.658 -0.456 0.1519 -0.0852 -0.0032
H -0.469 1.118 0.357 0.2826 -1.0456 -0.7156
C 2.871 1.694 0.991 -0.1700 2.5417 1.3026
C 3.336 1.264 -0.371 -1.1576 0.0653 3.4425
O 3.628 2.034 -1.225 0.2623 -1.3153 -1.3488
O 3.272 -0.090 -0.156 0.1536 -1.0612 -2.0738
H 3.284 2.638 1.308 0.1597 0.9285 -0.6516
H 3.145 1.154 1.859 0.4194 -1.6674 0.2571
H 1.798 1.835 1.117 -0.1883 -0.2105 -0.6767
H 3.129 -0.719 -0.888 0.5017 0.7226 -0.2462

---

Record 4
120
Properties=species:S:1:pos:R:3:forces:R:3 method="wB97M-V/def2-TZVPD" max_force_ev_per_a=2.63 molar_mass_g_mol=1049.995 total_energy_ha=-6014.29836 homo_ev=-5.0 total_charge=-1
C -2.712 0.730 0.669 1.0104 -0.9624 -0.3202
B -2.477 -0.433 -0.385 -0.2377 0.0824 -0.0607
O -3.249 -1.587 -0.292 0.5743 -0.2323 -0.0594
C -1.396 -0.294 -1.538 -0.1325 -0.0841 0.6788
O -1.982 -0.334 -2.821 0.5414 0.2544 0.3966
B -0.828 -0.599 -3.726 -0.4337 -2.2210 -1.3406
C -0.535 0.497 -4.908 0.2222 0.5614 1.3334
I 1.181 -0.222 -6.035 -0.2255 -0.0912 -0.1608
C -0.165 1.915 -4.452 1.0093 -0.5432 -0.8950
C 1.165 1.999 -3.672 -0.9716 0.4668 -0.0204
I -1.794 2.850 -3.344 -0.0073 0.1737 -0.0922
O 0.323 -0.983 -2.871 -0.2612 0.1133 0.4039
C -0.161 -1.260 -1.598 0.2357 1.3787 -0.4280
O 0.856 -0.754 -0.707 -0.1386 -0.1374 0.2692
C -0.436 -2.733 -1.349 0.1194 -0.2376 0.3371
C 0.781 -3.619 -1.092 -0.3776 0.2650 -0.8141
C 1.964 -3.397 -2.012 0.1404 -0.2977 0.7609
Br 1.314 -3.498 0.823 0.0887 -0.1968 0.0887
H -3.543 1.342 0.318 -0.0288 0.1090 0.1848
H -2.917 0.308 1.652 -0.3304 0.3050 0.1145
H -1.798 1.325 0.724 -0.1918 0.2928 0.0402
H -3.457 -1.799 0.624 -0.5304 0.2413 -0.0745
H -0.875 0.656 -1.326 -0.1430 0.1847 -0.4191
H -1.149 -1.642 -4.357 -0.0526 0.1801 -0.1872
H -1.344 0.495 -5.634 0.0072 0.0599 -0.0328
H -0.062 2.541 -5.341 -0.3278 0.2791 0.1774
H 1.111 2.858 -3.004 0.2606 -0.1211 0.1749
H 1.958 2.217 -4.378 0.1050 -0.1462 0.0190
H 1.356 1.077 -3.130 0.0423 0.0899 0.1281
H 0.452 -0.626 0.159 0.0564 -0.1190 0.0267
H -1.107 -2.853 -0.497 -0.0757 0.0521 -0.0472
H -0.962 -3.151 -2.211 0.0836 0.1402 -0.1239
H 0.449 -4.650 -1.202 0.0606 -0.0578 0.3519
H 2.666 -4.217 -1.851 0.1131 0.0691 -0.1670
H 1.606 -3.444 -3.038 0.0611 0.1501 -0.0367
H 2.469 -2.460 -1.800 -0.1237 0.1072 -0.1711
O 1.086 -5.662 -3.975 -0.0512 -0.3029 0.1701
H 0.178 -5.499 -3.687 -0.0495 0.2190 -0.2610
H 0.992 -6.042 -4.855 0.0183 0.0876 -0.0385
O 1.948 -1.430 3.971 -0.1671 0.0561 -0.0250
H 1.033 -1.298 4.259 -0.1959 -0.0031 -0.0252
H 1.849 -1.870 3.115 0.1445 -0.1130 -0.0663
O -4.998 0.419 2.768 -0.1423 0.1141 0.1755
H -5.240 1.260 3.168 0.0630 0.0219 -0.0315
H -5.625 0.307 2.041 0.0241 -0.2004 0.1496
O 4.764 -1.963 4.830 -0.0364 0.0001 0.4192
H 5.099 -1.621 5.666 0.1322 0.1484 -0.1179
H 3.934 -1.485 4.692 -0.0730 -0.1907 -0.1569
O 3.960 3.108 -3.487 0.3516 0.0687 -0.0106
H 4.572 2.439 -3.155 -0.1132 -0.1237 0.0864
H 4.118 3.881 -2.938 -0.0331 -0.0205 0.0173
O 4.008 -4.374 6.951 0.0350 0.1183 0.1879
H 3.098 -4.160 7.176 -0.0175 -0.0388 -0.0482
H 4.319 -3.605 6.458 -0.0504 -0.1100 -0.3021
O -1.071 -1.018 4.300 0.0402 0.0270 0.0621
H -1.418 -0.175 4.613 0.0681 0.0804 0.0222
H -1.655 -1.265 3.575 0.0771 -0.0381 -0.0226
O 4.448 -2.298 -3.484 0.3004 -0.0446 0.0078
H 5.339 -2.091 -3.785 -0.0206 0.0313 -0.0378
H 3.871 -1.915 -4.153 -0.2341 0.0921 0.0409
O 5.560 0.033 -1.978 0.3834 -0.1980 -0.1308
H 5.060 -0.794 -1.996 -0.2129 0.1313 -0.1612
H 5.786 0.142 -1.050 -0.2956 0.1672 0.0574
O -7.366 -0.941 1.990 -0.2229 -0.0789 0.0420
H -7.786 -1.799 1.883 0.0329 0.0014 -0.1126
H -7.804 -0.549 2.755 0.0301 0.1329 0.0248
O 3.778 0.752 0.296 0.1573 -0.0380 0.2383
H 3.817 0.790 1.263 -0.2281 0.0593 -0.0466
H 2.893 0.420 0.101 0.0468 -0.0329 -0.2153
O 3.145 0.965 3.151 -0.1375 -0.1193 0.2566
H 3.278 1.512 3.931 0.1060 0.1359 -0.1236
H 2.638 0.190 3.460 0.1501 0.0835 -0.1252
O -0.326 1.428 6.181 0.0661 0.1405 0.0223
H 0.220 0.794 6.661 -0.0190 -0.0690 -0.0526
H -0.660 2.022 6.863 -0.1233 -0.1092 0.0272
O 2.480 -7.320 -5.890 0.1915 -0.1041 0.0527
H 3.051 -7.248 -6.661 -0.0702 -0.0163 -0.0449
H 3.081 -7.337 -5.135 -0.0636 0.2376 0.0467
O -3.344 -3.915 -2.216 -0.1874 0.0613 -0.0135
H -4.195 -4.268 -1.940 -0.0126 -0.0377 -0.0861
H -3.276 -3.073 -1.742 0.1473 0.0874 0.1460
O -1.549 -4.411 -4.739 0.1049 -0.2256 -0.0806
H -2.413 -4.117 -4.427 0.0191 0.0388 0.0725
H -1.158 -3.615 -5.122 -0.0337 0.1142 0.1850
O -1.391 3.388 3.977 -0.0751 0.0598 0.1211
H -0.839 2.756 4.450 0.0710 -0.1020 -0.0799
H -1.706 3.983 4.665 0.0185 0.0662 0.0047
O 0.934 5.182 -4.990 -0.0950 0.1465 -0.0878
H 0.184 4.673 -4.660 0.0278 -0.0924 -0.0325
H 0.922 5.971 -4.439 0.0365 -0.0584 0.0879
O 5.022 2.953 4.137 0.2930 0.1802 -0.0336
H 5.650 3.663 4.315 0.0033 0.0129 -0.0873
H 5.501 2.365 3.542 -0.2045 -0.1389 -0.0227
O 1.198 -9.619 -4.722 -0.0031 0.0218 -0.0063
H 0.319 -9.339 -4.450 0.0189 0.0063 0.0462
H 1.587 -8.826 -5.124 -0.1146 -0.1421 -0.1080
O -4.197 -2.500 -4.938 -0.1916 -0.0889 0.0931
H -3.942 -2.300 -4.027 0.1984 0.0412 -0.0636
H -4.907 -1.883 -5.133 0.0618 0.0611 -0.0260
O 4.401 4.062 6.795 -0.3515 0.4618 0.0551
H 3.443 3.959 6.980 1.0965 -0.2636 -0.2676
H 4.477 3.754 5.885 -0.0694 -0.2089 0.1566
O -0.106 6.188 -2.313 -0.3899 0.1051 0.1361
H -0.566 5.337 -2.391 0.1766 -0.2251 -0.0920
H 0.150 6.237 -1.386 0.1031 -0.0453 -0.0317
O -0.979 6.178 5.646 -0.0420 -0.0187 -0.0192
H -1.040 6.418 4.715 0.0734 -0.0652 -0.0195
H -0.834 7.011 6.103 -0.0221 -0.0124 0.0224
O -8.120 0.595 4.871 0.0367 -0.1512 -0.0615
H -7.646 -0.137 5.279 0.0618 0.0568 0.0143
H -8.373 1.168 5.601 -0.0326 0.0190 -0.0342
O -3.048 6.700 -2.023 -0.1254 0.1110 -0.0292
H -2.093 6.727 -2.180 0.1024 0.0246 0.0611
H -3.433 6.718 -2.905 -0.0311 -0.0658 0.0149
O -5.219 6.608 0.250 -0.0082 0.1110 0.0274
H -4.606 6.750 -0.484 0.1225 -0.0900 -0.0842
H -4.646 6.524 1.017 -0.0034 -0.0484 -0.0135
O 2.002 2.981 7.228 -0.6924 0.1437 0.1765
H 1.651 3.825 7.541 -0.1716 -0.1539 0.0621
H 1.410 2.732 6.505 0.0805 -0.0077 -0.0879